[1]
Below is a molecular structure, C5H5Cl2CoNO4Yb at a distorted geometry, with properties calculated with wB97M-V/def2-TZVPD.

Calculated values
Kohn-Sham gap (spin up / spin down) (hartree): 0.288 / 0.140
Charge: +4
E (Eh): -4009.25365
Molecular weight (g/mol): 445.98
Highest occupied orbital energy (spin up / spin down) (eV): -24.08 / -24.08
⟨S²⟩: 8.7660
2S+1: 6

```
19
Properties=species:S:1:pos:R:3:forces:R:3
Co -2.216430 1.416185 -3.846743 5.1236 3.3675 1.1322
Yb -0.189417 -0.804304 0.147425 1.3737 -0.0438 1.5829
Cl -1.740581 3.092657 -2.578747 0.4372 1.0184 0.6483
Cl 0.176025 -1.091768 -2.124266 -0.2491 0.3574 -0.6867
C 0.390883 -3.324376 0.282125 0.8091 -4.2976 -0.0887
C -3.922154 1.674425 -3.997168 -14.5917 5.3155 -0.6928
C -2.141801 -0.226094 -4.453253 1.1370 -12.9521 -5.2835
O 0.620949 -4.445224 0.231132 -0.8574 4.3965 0.2057
O -5.020888 2.129534 -4.025844 7.7628 -3.6024 0.1139
O -2.143985 -1.304661 -4.932613 -0.1745 7.1782 3.1601
C 1.468140 -0.666946 3.215138 0.1976 -0.1046 0.3727
C 1.691434 0.475568 2.279225 1.3649 1.6364 1.7529
N 2.358845 1.545294 2.678587 -1.2128 -1.9117 -0.5585
O 1.237384 0.486705 1.084485 -1.8328 -1.3544 -1.6358
H 2.018740 -0.439116 4.150489 -0.5083 -0.5172 -0.3409
H 1.882875 -1.609955 2.794503 -0.1864 0.5249 0.2401
H 0.383086 -0.790182 3.462875 0.7228 0.1392 -0.1140
H 2.453175 2.286185 1.999505 0.4097 0.4512 0.2867
H 2.693720 1.596071 3.633146 0.2745 0.3987 -0.0946
```
Forces are in eV/Å.



[2]
Below is a molecular structure, C41H53N11O6S at a distorted geometry, with properties calculated with wB97M-V/def2-TZVPD.

Calculated values
Kohn-Sham gap (hartree): 0.277
Energy relative to the best compared isomer or geometry (same formula, charge and spin) (kcal per mole): 125.9
Charge: -2
E (Eh): -3045.21314
Molecular weight (g/mol): 828.01
Highest occupied orbital energy (eV): -3.29

```
112
Properties=species:S:1:pos:R:3:forces:R:3
S -0.051071 -0.347884 -0.072679 1.1037 4.3304 -1.7920
O -0.253071 -1.671884 -0.587679 0.2763 -0.8862 -0.9731
O 0.689929 -0.511884 1.185321 -1.4259 0.3994 0.7130
O 0.812929 0.527116 -0.931679 -1.4380 -1.4353 0.9846
O -1.351071 0.320116 0.032321 1.3623 -1.0085 0.0716
N -2.325071 2.780116 0.219321 -0.0625 -1.9604 -1.0268
C -3.636071 3.185116 0.066321 -1.9869 2.7709 0.0208
C -3.702071 4.639116 0.045321 1.0193 -2.2733 -0.5981
C -2.291071 5.085116 0.140321 -1.9944 -5.0162 -0.7591
C -1.487071 3.862116 0.124321 -0.9735 3.4143 0.9584
H -1.980071 1.700116 0.211321 -0.7014 4.0660 -0.3347
H -4.634071 2.614116 -0.034679 2.4857 0.1857 0.4234
H -4.698071 5.172116 -0.234679 2.2201 -0.7613 0.8943
H -2.063071 6.089116 0.172321 1.1787 1.7440 -0.0722
H -0.376071 3.881116 0.146321 -1.0511 -0.6217 0.1684
N 0.238929 -2.217884 3.059321 -3.6949 -1.5743 -2.9046
C 0.723929 -2.183884 4.330321 1.4596 -2.0187 1.3565
C 0.471929 -3.587884 4.934321 -0.4457 1.6949 -1.8906
C -0.278071 -4.395884 3.947321 -1.2029 3.2555 -1.4331
C -0.559071 -3.416884 2.764321 5.7931 -0.6075 8.8135
H 0.178929 -1.496884 2.136321 0.8413 -1.9081 3.6844
H 1.498929 -1.255884 4.665321 -2.5955 -3.0034 -0.8453
H 0.728929 -3.929884 5.984321 -0.2002 0.6928 -1.6227
H -0.813071 -5.462884 4.088321 1.5602 2.8367 -0.3339
H -1.074071 -3.593884 1.939321 -1.9402 -0.3849 -3.7155
N 0.948929 -3.906884 -1.263679 -1.4590 -0.4176 -0.1858
C 0.243929 -5.103884 -1.364679 1.2823 -1.3326 0.4551
C 1.215929 -6.136884 -1.812679 2.3904 3.2459 1.1027
C 2.602929 -5.464884 -1.938679 -7.0420 5.2794 1.4786
C 2.228929 -3.960884 -1.629679 1.5795 -4.1267 -0.1157
H 0.487929 -3.013884 -0.922679 1.1051 -1.8786 -0.7970
H -0.808071 -5.047884 -0.844679 2.1772 -0.7843 -1.6893
H 1.270929 -7.225884 -1.951679 -1.1352 0.6460 0.2754
H 3.584929 -5.774884 -1.821679 1.4670 -0.9688 -0.4698
H 2.763929 -3.008884 -1.533679 0.3406 -0.8828 -0.2082
N -3.399071 0.339116 1.485321 -3.6793 0.6222 4.7207
C -4.728071 0.134116 1.164321 -3.3665 0.6116 0.8857
C -5.662071 0.514116 2.332321 2.8023 -0.8140 -0.0333
C -4.784071 0.844116 3.488321 5.9289 -5.2854 -13.5403
C -3.318071 0.750116 2.881321 -5.4215 -0.7118 -1.6126
H -2.567071 0.361116 0.903321 -0.7308 -0.9825 0.2282
H -5.157071 -0.242884 0.123321 1.5106 0.9286 2.4288
H -6.835071 0.442116 2.476321 2.7988 0.0637 -0.9393
H -4.960071 1.311116 4.256321 -1.9796 4.3593 8.2770
H -2.329071 0.829116 3.244321 0.5507 0.3722 0.7989
N 0.690929 1.381116 3.219321 1.1291 -2.4463 -0.1653
C -0.179071 2.424116 3.309321 4.9251 2.2181 5.1022
C 0.331929 3.402116 4.388321 -0.4824 -3.2247 -2.3274
C 1.516929 2.778116 5.038321 -4.7160 -3.4451 -8.8047
C 1.745929 1.545116 4.142321 0.2889 0.9689 3.5708
H 0.551929 0.385116 2.480321 0.4684 4.3019 2.7605
H -0.934071 2.557116 2.659321 -2.4658 0.4801 -2.0812
H -0.202071 4.386116 4.391321 0.8625 -1.0235 0.7182
H 2.029929 3.010116 5.853321 2.2594 1.1493 3.0945
H 2.567929 0.740116 4.496321 -2.2950 1.7063 -1.5983
N 3.164929 -0.695884 1.702321 -1.4360 -2.5131 2.3187
C 3.547929 -1.829884 2.492321 2.0220 0.9116 -0.0501
C 5.091929 -1.865884 2.605321 -3.9524 3.4169 -2.7729
C 5.538929 -0.655884 1.734321 -6.2033 -2.4010 1.3830
C 4.233929 -0.079884 1.243321 4.7201 -0.3771 0.8383
H 2.032929 -0.404884 1.652321 4.6080 -0.9563 -0.5739
H 2.609929 -2.387884 2.849321 2.3908 0.3854 -0.2129
H 5.752929 -2.544884 3.155321 -0.6664 0.2297 -0.3255
H 6.539929 -0.372884 1.533321 0.4698 0.3503 -0.3043
H 4.110929 0.746116 0.592321 0.1311 0.7289 -0.4110
N -2.491071 -2.826884 -0.809679 -0.2876 -0.7960 -1.1379
C -2.878071 -3.645884 -1.869679 -2.6273 -1.2881 -1.6745
C -4.229071 -4.326884 -1.561679 3.6661 4.7191 3.9822
C -4.636071 -3.786884 -0.132679 5.1457 1.2975 -2.2182
C -3.431071 -2.908884 0.202321 -4.0001 -5.0322 -6.7879
H -1.435071 -2.151884 -0.735679 -3.2280 -2.1611 -0.2666
H -2.312071 -3.670884 -3.002679 -1.6053 0.1478 3.8172
H -4.787071 -4.947884 -2.195679 -0.4982 -0.6682 -0.7321
H -5.458071 -3.991884 0.602321 0.9549 0.0818 -1.2051
H -3.090071 -2.461884 0.970321 1.1885 3.1074 6.0669
N 0.111929 1.970116 -3.305679 -0.0700 0.7156 -0.4090
C -0.698071 3.079116 -3.345679 0.4035 -2.5865 -8.8052
C -1.119071 3.208116 -4.824679 3.1226 -1.5021 0.1273
C -0.393071 2.103116 -5.574679 0.7276 0.3462 6.5343
C 0.427929 1.343116 -4.435679 -2.3734 0.8523 -5.2872
H 0.547929 1.634116 -2.485679 -0.0808 -0.1702 1.1329
H -0.950071 3.496116 -2.493679 -1.3430 2.3835 3.7714
H -1.495071 4.074116 -5.537679 0.2166 -1.7686 2.4325
H -0.585071 1.837116 -6.596679 0.3811 -0.1058 -0.1398
H 1.096929 0.405116 -4.510679 -1.3080 1.9528 0.3513
N 2.891929 0.150116 -2.388679 3.6988 -1.2763 -2.1970
C 2.888929 -1.020884 -3.152679 1.3236 -2.3142 -1.7515
C 4.277929 -1.296884 -3.802679 -2.9850 4.7036 2.7830
C 5.040929 -0.063884 -3.382679 -3.7293 -0.3069 1.7794
C 4.146929 0.764116 -2.452679 2.2753 -1.5674 -2.2889
H 2.205929 0.402116 -1.702679 -0.3589 -0.4560 -0.0192
H 1.916929 -1.751884 -3.275679 2.6533 2.3117 0.5912
H 4.572929 -2.030884 -4.583679 -0.5389 0.5920 1.0161
H 6.068929 0.165116 -3.693679 -0.6448 0.0491 0.4028
H 4.411929 1.748116 -1.906679 -0.7271 -1.9975 -1.0049
N 2.131929 2.945116 -0.362679 -0.6479 -0.9941 -0.7545
C 2.124929 4.067116 -1.150679 3.1372 3.6090 4.4274
C 2.837929 5.233116 -0.402679 -1.5921 -5.2389 2.1183
C 3.193929 4.632116 0.985321 -4.5004 -4.3216 -7.5345
C 2.674929 3.193116 0.859321 1.5890 2.7057 2.5708
H 1.678929 1.948116 -0.719679 1.3511 3.3118 1.8234
H 1.992929 3.970116 -2.156679 -0.7933 -0.0161 -2.4986
H 2.827929 6.314116 -0.574679 0.1549 -0.6913 -0.5119
H 3.682929 5.138116 1.715321 1.1127 0.9592 2.3155
H 2.619929 2.452116 1.727321 0.1563 1.0648 -1.6038
C -3.061071 0.061116 -2.639679 1.2863 -3.1414 0.0683
N -2.997071 -0.083884 -4.126679 -2.7854 0.7295 -0.9630
O -2.605071 -1.104884 -4.617679 1.2537 -0.6336 0.1109
O -3.679071 0.731116 -4.779679 1.2622 -0.3850 1.1005
H -3.316071 1.033116 -2.450679 -0.2552 2.4820 0.6716
H -2.157071 -0.355884 -2.100679 -0.9884 0.8307 -1.1243
H -3.888071 -0.605884 -2.360679 0.1425 0.1307 -0.0851
```
Forces are in eV/Å.



[3]
Below is a gas-phase ion, C4H6N2 (charge +2) at a distorted geometry, with properties calculated with wB97M-V/def2-TZVPD.

Calculated values
Kohn-Sham gap (hartree): 0.303
Energy relative to the best compared isomer or geometry (same formula, charge and spin) (kcal per mole): 82.3
Charge: +2
E (Eh): -264.63289
Molecular weight (g/mol): 82.11
Highest occupied orbital energy (eV): -21.80
SMILES string: C=[N+]1C=[N+]=CC1

```
12
Properties=species:S:1:pos:R:3:forces:R:3
C 1.768704 -0.470363 0.125235 0.4927 -2.2952 0.0645
N 0.512250 -0.323683 -0.088154 -1.6281 -0.9139 1.1417
C -0.509330 -1.344870 -0.097708 -5.5361 3.4149 -0.4372
N -1.834357 -0.633669 0.012550 3.6800 -5.2749 -0.1690
C -1.559102 0.607532 0.117106 0.9484 1.6011 -1.1033
C -0.179626 0.936779 0.042300 1.0008 3.2924 -3.1410
H 2.472762 0.327275 0.023349 0.3647 0.7224 0.2734
H 2.043982 -1.492577 0.407068 0.6657 0.2368 -0.4110
H -0.652996 -2.425851 -0.428872 1.3366 0.9703 0.6885
H -2.242606 1.416785 0.043768 -1.2619 0.3658 0.5009
H 0.085606 1.676798 -0.874597 -0.9191 -1.8450 1.0188
H 0.094712 1.725843 0.717954 0.8563 -0.2747 1.5737
```
Forces are in eV/Å.